This record from the Open Molecules 2025 dataset describes the molecule C7H13NO. The level of theory is wB97M-V/def2-TZVPD.

```
22
Properties=species:S:1:pos:R:3:forces:R:3
C -1.211547 -2.076909 -0.054817 0.02 -0.23 0.15
C -0.833498 -0.814552 -0.824209 -0.01 0.11 -0.20
C -0.441900 0.352959 0.069159 0.01 0.05 -0.10
C 0.769669 0.131755 0.956980 -0.15 -0.10 0.37
C 2.049139 -0.267857 0.244040 -0.16 -2.65 0.93
N 2.665542 0.680699 -0.483174 1.31 1.71 -0.77
O 2.563085 -1.376686 0.404263 -0.54 1.28 0.36
C -0.692369 1.750396 -0.449545 0.17 0.14 -0.21
C -1.558771 1.182010 0.642636 -0.16 -0.06 0.17
H -1.687436 -2.809340 -0.720886 0.12 0.17 0.18
H -0.329966 -2.560286 0.389801 -0.22 0.17 -0.09
H -1.916648 -1.844097 0.756953 0.14 -0.06 -0.22
H -0.010281 -1.040350 -1.521155 -0.15 0.04 0.14
H -1.683150 -0.501327 -1.449680 0.18 -0.01 0.15
H 0.998854 1.056103 1.510750 -0.13 -0.18 -0.21
H 0.571706 -0.641843 1.710875 -0.05 0.06 -0.30
H 2.207064 1.112943 -1.273237 0.14 0.30 0.51
H 3.668698 0.800778 -0.321986 -0.68 -0.44 -0.85
H 0.014153 2.537625 -0.177733 -0.21 -0.25 -0.08
H -1.123132 1.853258 -1.447379 0.10 -0.03 0.30
H -2.579473 0.892475 0.387585 0.29 0.09 0.07
H -1.439748 1.582249 1.650763 -0.03 -0.11 -0.29
```
Positions in Å, forces in eV/Å.

Output
Gap between HOMO and LUMO ... 10.51 eV
Relative energy (zero: lowest compared OMol25 entry of this formula, charge and spin) ... 0.859 eV
E_LUMO ... 0.88 eV
HOMO ... -9.6 eV
DFT total energy ... -404.4959 Eh
SMILES ... CCC1(CC(N)=O)CC1

This record from the Open Molecules 2025 dataset describes a 6-piece molecular cluster, C35H40F6O2P overall. The level of theory is wB97M-V/def2-TZVPD.

```
84
Properties=species:S:1:pos:R:3:forces:R:3
C 2.591622 -1.039529 -2.113920 0.01 -0.02 -0.05
C 1.674038 -1.982306 -1.340656 -0.11 0.01 0.04
O 1.575564 -3.199071 -2.069731 0.03 -0.02 0.08
C 0.691531 -4.142451 -1.495572 0.02 0.02 0.01
C -0.698158 -3.603660 -1.205572 0.00 0.18 0.02
O -1.191350 -2.968555 -2.349532 -0.09 -0.28 -0.12
C -2.522490 -2.464626 -2.211072 -0.01 0.07 0.07
P -2.745370 -0.797621 -1.291511 -0.08 -0.08 0.08
F -1.232615 -0.240355 -1.910012 0.05 0.04 0.00
H 3.393451 -0.637407 -1.490390 -0.05 0.01 -0.02
H 3.043504 -1.590651 -2.941615 0.04 0.00 0.07
H 2.029789 -0.207341 -2.539145 0.00 -0.03 0.04
H 2.070810 -2.190795 -0.331128 0.01 -0.02 -0.08
H 0.684096 -1.531363 -1.226377 0.08 0.02 -0.04
H 1.102232 -4.533526 -0.550081 -0.02 0.05 -0.09
H 0.643869 -4.967981 -2.210102 -0.03 0.07 -0.01
H -1.352471 -4.436702 -0.890353 0.07 -0.01 -0.06
H -0.662314 -2.904187 -0.363564 -0.01 -0.08 0.00
H -2.906858 -2.345309 -3.231030 0.05 0.00 0.05
H -3.143189 -3.212825 -1.686637 0.06 0.01 -0.02
H -2.020622 -1.369175 -0.132136 -0.04 0.07 -0.06
H -2.870746 0.469975 -0.577407 -0.01 0.00 0.03
H -3.427550 -0.215631 -2.452418 0.12 0.04 0.00
H -4.011698 -1.258339 -0.751120 0.03 -0.01 0.04
F -5.548318 0.926450 -0.133020 -0.20 -0.01 0.01
C -5.568286 1.935685 0.743750 0.15 0.01 0.00
C -6.513794 1.935517 1.752370 0.01 0.03 -0.03
C -6.515934 2.990062 2.656045 -0.01 -0.01 0.00
C -5.585771 4.014042 2.544501 -0.01 -0.01 -0.02
C -4.641309 3.982793 1.524414 -0.08 0.00 0.08
C -4.623614 2.938051 0.613122 -0.01 0.00 -0.01
H -7.222240 1.120868 1.816978 0.00 0.00 0.01
H -7.247067 3.005254 3.455028 0.00 0.00 -0.01
H -5.589739 4.830566 3.255216 0.01 -0.01 0.00
H -3.907333 4.772744 1.445766 0.04 -0.02 -0.01
H -3.889643 2.866688 -0.178105 0.03 -0.01 0.01
F 1.071669 -6.093891 1.301137 -0.04 -0.09 0.09
C 2.319570 -6.398450 1.702223 0.00 0.07 -0.04
C 3.302342 -5.434608 1.582509 0.02 -0.04 0.01
C 4.587597 -5.754621 1.995789 0.00 0.02 0.00
C 4.870340 -7.011830 2.513958 -0.02 0.00 -0.01
C 3.860209 -7.958265 2.619221 0.00 -0.01 0.00
C 2.567672 -7.657950 2.211239 0.03 0.03 0.01
H 3.055195 -4.466481 1.168086 0.00 0.00 0.00
H 5.371628 -5.013457 1.908555 0.00 -0.01 0.00
H 5.875634 -7.253534 2.832848 0.00 0.00 0.00
H 4.076221 -8.940533 3.020060 0.00 0.01 0.00
H 1.761353 -8.374889 2.281851 0.00 0.00 0.00
F -2.136181 1.875385 3.468933 0.00 0.00 0.00
C -1.426554 0.725792 3.536155 -0.01 0.02 0.00
C -0.733748 0.457735 4.701864 0.02 -0.04 -0.03
C -0.003656 -0.721128 4.777814 0.00 0.01 0.02
C 0.022344 -1.599442 3.702823 -0.01 0.01 -0.01
C -0.685961 -1.297941 2.546359 0.01 0.01 0.00
C -1.423230 -0.125379 2.449743 -0.01 0.00 0.00
H -0.771643 1.162175 5.521937 -0.01 0.00 0.00
H 0.545246 -0.950539 5.683097 0.00 0.00 -0.01
H 0.592923 -2.517493 3.765071 0.00 0.00 0.00
H -0.679652 -1.967363 1.695879 0.00 0.00 0.02
H -1.976157 0.109144 1.547957 -0.01 0.03 -0.04
F 7.096870 -0.455771 -0.377170 0.01 0.00 -0.01
C 6.818194 0.629674 -1.130487 0.01 -0.02 0.01
C 6.908823 1.878106 -0.548047 -0.02 0.00 -0.04
C 6.618340 2.988934 -1.328017 0.01 0.01 0.01
C 6.247443 2.839136 -2.657124 0.01 -0.02 0.01
C 6.166031 1.569356 -3.212328 -0.01 -0.01 0.00
C 6.453764 0.446622 -2.449084 -0.01 0.02 0.00
H 7.191876 1.965635 0.491790 0.00 0.00 0.00
H 6.677293 3.976593 -0.888967 -0.01 -0.01 0.00
H 6.013430 3.708775 -3.256406 0.00 0.00 0.00
H 5.865567 1.445532 -4.244531 0.00 0.00 0.01
H 6.386495 -0.552844 -2.855828 -0.02 0.00 0.02
F -2.327336 4.973400 -0.455811 0.05 0.06 -0.04
C -2.679667 5.860003 -1.406772 -0.01 -0.07 0.03
C -4.019271 6.152472 -1.573781 0.03 0.03 -0.05
C -4.370521 7.068950 -2.555377 -0.02 -0.01 0.01
C -3.397750 7.668232 -3.343999 0.01 -0.01 0.01
C -2.060233 7.347576 -3.152740 0.01 0.00 0.00
C -1.687437 6.434693 -2.176380 -0.04 0.02 0.00
H -4.756759 5.660782 -0.954004 0.00 -0.01 0.01
H -5.415294 7.309636 -2.705336 0.01 0.00 0.00
H -3.681408 8.377701 -4.110151 0.00 0.00 0.00
H -1.298320 7.805008 -3.770943 -0.01 0.00 0.00
H -0.655315 6.160074 -2.008600 0.00 -0.01 -0.01
```
Positions in Å, forces in eV/Å.

Output
Gap between HOMO and LUMO ... 5.83 eV
E_LUMO ... 2.38 eV
HOMO ... -3.4 eV
DFT total energy ... -2448.6327 Eh
Total charge ... -1

Repeat the first record exactly.
This record from the Open Molecules 2025 dataset describes the molecule C7H13NO. The level of theory is wB97M-V/def2-TZVPD.

```
22
Properties=species:S:1:pos:R:3:forces:R:3
C -1.211547 -2.076909 -0.054817 0.02 -0.23 0.15
C -0.833498 -0.814552 -0.824209 -0.01 0.11 -0.20
C -0.441900 0.352959 0.069159 0.01 0.05 -0.10
C 0.769669 0.131755 0.956980 -0.15 -0.10 0.37
C 2.049139 -0.267857 0.244040 -0.16 -2.65 0.93
N 2.665542 0.680699 -0.483174 1.31 1.71 -0.77
O 2.563085 -1.376686 0.404263 -0.54 1.28 0.36
C -0.692369 1.750396 -0.449545 0.17 0.14 -0.21
C -1.558771 1.182010 0.642636 -0.16 -0.06 0.17
H -1.687436 -2.809340 -0.720886 0.12 0.17 0.18
H -0.329966 -2.560286 0.389801 -0.22 0.17 -0.09
H -1.916648 -1.844097 0.756953 0.14 -0.06 -0.22
H -0.010281 -1.040350 -1.521155 -0.15 0.04 0.14
H -1.683150 -0.501327 -1.449680 0.18 -0.01 0.15
H 0.998854 1.056103 1.510750 -0.13 -0.18 -0.21
H 0.571706 -0.641843 1.710875 -0.05 0.06 -0.30
H 2.207064 1.112943 -1.273237 0.14 0.30 0.51
H 3.668698 0.800778 -0.321986 -0.68 -0.44 -0.85
H 0.014153 2.537625 -0.177733 -0.21 -0.25 -0.08
H -1.123132 1.853258 -1.447379 0.10 -0.03 0.30
H -2.579473 0.892475 0.387585 0.29 0.09 0.07
H -1.439748 1.582249 1.650763 -0.03 -0.11 -0.29
```
Positions in Å, forces in eV/Å.

Output
Gap between HOMO and LUMO ... 10.51 eV
Relative energy (zero: lowest compared OMol25 entry of this formula, charge and spin) ... 0.859 eV
E_LUMO ... 0.88 eV
HOMO ... -9.6 eV
DFT total energy ... -404.4959 Eh
SMILES ... CCC1(CC(N)=O)CC1